Computed, not measured: C5H9N in the gas phase in a non-equilibrium geometry, with ωB97M-V/def2-TZVPD.

Last column: natural (NBO) charge in e.
Atoms and positions in Å:
C 0.0475 -1.5865 0.2792  -0.61
C 0.4695 -0.2351 -0.2997  -0.20
C -0.5548 0.3168 -1.3007  -0.62
C 0.7255 0.8099 0.8254  -0.51
C -0.5058 1.5432 1.1446  0.29
N -1.5220 2.0773 1.2876  -0.34
H 0.8180 -1.9943 0.9450  0.21
H -0.1100 -2.3133 -0.5259  0.22
H -0.8867 -1.5048 0.8461  0.21
H 1.4283 -0.3843 -0.8144  0.21
H -1.0278 -0.4766 -1.8837  0.21
H -0.0926 1.0358 -1.9849  0.21
H -1.3572 0.8425 -0.7780  0.23
H 1.4838 1.5380 0.5162  0.25
H 1.0844 0.3312 1.7433  0.25

Forces on the atoms, in the same order (eV/Å):
-0.06 -0.02 0.03
-0.02 0.00 -0.04
-0.01 -0.02 -0.12
0.02 0.01 0.02
-0.82 0.44 0.25
1.03 -0.41 0.11
-0.13 0.11 -0.08
0.00 0.14 0.13
0.08 0.01 -0.06
-0.16 0.07 0.11
0.24 0.00 -0.05
-0.07 -0.11 0.04
0.03 -0.19 -0.20
-0.15 -0.07 0.04
0.03 0.04 -0.18

Results
Lowest unoccupied orbital energy, eV: 0.89
Structure (SMILES): CC(C)CC#N
Frontier orbital gap, eV: 12.32